[1]
{
  "formula": "H10O5",
  "method": "ωB97M-V/def2-TZVPD",
  "elements": ["O", "O", "O", "O", "O", "H", "H", "H", "H", "H", "H", "H", "H", "H", "H"],
  "coordinates": [[0.793872, -1.169041, 1.304191], [-1.660598, 0.287429, -2.028149], [2.500872, -0.277241, 0.174661], [-0.674878, 0.211249, 0.090381], [-0.890448, 1.429269, 1.777281], [-0.839998, 0.949659, 0.950441], [-1.344918, 0.200229, -0.593109], [-1.373568, 1.081869, -2.478369], [1.791552, -0.871931, 0.418491], [0.105942, -0.145291, -0.333219], [-1.497248, -0.416491, -2.655889], [1.216312, -1.963651, 1.630321], [-0.469038, 2.268899, 1.593791], [-0.020858, -1.476261, 0.906631], [2.363002, -0.108701, -0.757459]],
  "atomic_forces_ev_per_a": [[-1.457, -2.123, 1.855], [-0.837, -0.019, -1.858], [2.317, 1.329, -1.807], [0.735, -4.259, -4.243], [-0.795, 3.386, 4.457], [0.204, 0.878, 1.177], [-0.365, 0.056, -0.387], [0.015, 0.419, -0.040], [-0.090, 0.075, 0.142], [0.352, 0.481, -0.023], [-0.125, -0.333, -0.187], [0.171, -0.384, 0.571], [0.034, 0.285, 0.319], [-0.649, 0.004, 0.366], [0.491, 0.205, -0.342]],
  "de_lowest_ev": 4.096,
  "total_charge": 0,
  "lumo_energy_ev": -0.2,
  "homo_energy_ev": -9.126,
  "largest_force_ha_per_bohr": 0.118
}

---

[2]
{
  "formula": "C6H8O3",
  "method": "ωB97M-V/def2-TZVPD",
  "elements": ["O", "O", "O", "C", "C", "C", "C", "C", "C", "H", "H", "H", "H", "H", "H", "H", "H"],
  "coordinates": [[-1.772880, -3.742497, -2.990943], [-0.462032, 1.319715, 3.704242], [0.573594, 0.349618, 1.142265], [0.859210, 0.719295, -0.200544], [-0.473622, -0.811491, -1.620198], [0.826216, 1.761396, 0.825823], [-0.882606, -3.356253, -2.263351], [-0.270911, 0.570833, -1.197006], [-0.650264, -1.965055, -1.954701], [-0.158318, -4.065503, -1.812569], [1.836555, 0.371878, -0.547478], [-0.046352, 1.183089, -2.084429], [-0.031736, 2.440171, 0.835506], [1.769672, 2.152568, 1.212099], [0.239768, 1.726176, 4.219628], [-1.208454, 0.956508, -0.768458], [-0.147841, 0.389554, 3.500115]],
  "atomic_forces_ev_per_a": [[0.464, 0.183, 0.481], [0.372, -1.552, -0.303], [-0.001, 1.165, -0.290], [0.338, -0.198, 0.018], [-0.181, -1.222, -0.275], [-0.073, -0.626, -0.117], [-0.208, -0.379, -0.578], [-0.052, 0.237, -0.124], [0.124, 1.294, 0.477], [-0.207, 0.140, -0.026], [-0.242, 0.042, -0.024], [-0.064, -0.127, 0.189], [0.192, -0.377, 0.320], [-0.324, -0.120, -0.036], [0.069, -0.122, 0.051], [0.262, -0.101, -0.044], [-0.468, 1.763, 0.282]],
  "smiles": "O=CC#CC[C@H]1CO1.O",
  "de_lowest_ev": 3.600,
  "total_charge": 0,
  "lumo_energy_ev": 0.3,
  "homo_energy_ev": -10.395,
  "largest_force_ha_per_bohr": 0.036
}

---

[3]
{
  "formula": "C16H11Cl2N5O2SY",
  "method": "ωB97M-V/def2-TZVPD",
  "elements": ["Y", "Cl", "Cl", "S", "O", "O", "N", "N", "N", "N", "N", "C", "C", "C", "C", "C", "C", "C", "C", "C", "C", "C", "C", "C", "C", "C", "C", "H", "H", "H", "H", "H", "H", "H", "H", "H", "H", "H"],
  "coordinates": [[0.753461, -0.193395, -1.167776], [1.361661, 5.133187, -0.045796], [-0.388918, 0.107312, 1.260087], [0.430564, 2.306725, -1.090968], [2.364920, -0.266102, 0.071388], [-5.509516, -3.100505, -0.607138], [-1.586282, -0.652035, -1.646971], [6.311513, -2.116235, -1.671825], [-3.569763, -4.082203, 0.002435], [2.864667, -1.654902, -1.661286], [5.380135, 0.716247, 1.764506], [4.647805, -0.782607, -0.211277], [-2.207786, -1.754313, -1.185076], [5.062167, 0.054986, 0.880258], [0.424326, 1.961950, 3.009681], [-4.305469, -3.060197, -0.499827], [0.984342, 3.887884, 1.084314], [0.842605, 3.220847, 3.392674], [0.292996, 1.700906, 1.661584], [-4.333575, -0.711456, -1.289712], [3.344076, -0.869549, -0.533337], [-3.567350, -1.833530, -0.989162], [5.599626, -1.530959, -0.982985], [-2.347103, 0.415116, -1.950328], [-3.716811, 0.426852, -1.773565], [1.109499, 4.182902, 2.431771], [0.590438, 2.610716, 0.649446], [0.191436, 1.200665, 3.741401], [-4.072325, -4.894102, 0.322309], [-1.838386, 1.288434, -2.327893], [-1.567800, -2.607943, -0.987517], [1.428138, 5.174862, 2.721399], [-2.587780, -4.030811, 0.190600], [3.515759, -1.611126, -2.442602], [-5.404609, -0.768936, -1.142020], [0.953405, 3.454625, 4.442986], [2.831761, -2.637645, -1.396851], [-4.281812, 1.314330, -2.022918]],
  "atomic_forces_ev_per_a": [[-0.890, 0.137, -0.987], [-0.044, -0.094, -0.053], [-0.165, 0.126, 0.172], [-0.026, 0.272, 0.063], [1.368, -0.310, 1.055], [0.029, 0.013, 0.074], [-0.275, -0.214, -0.065], [-0.145, -0.022, 0.095], [-0.066, 0.044, -0.042], [-0.104, 0.202, -0.134], [-0.069, -0.048, -0.112], [0.497, 0.017, 0.110], [0.181, 0.019, -0.047], [0.022, -0.154, -0.098], [-0.047, -0.131, 0.038], [0.000, -0.103, -0.145], [0.181, -0.105, 0.134], [0.050, 0.129, 0.020], [-0.019, 0.013, 0.009], [-0.080, 0.058, 0.011], [-0.254, -0.051, 0.061], [-0.074, -0.017, 0.087], [0.027, 0.249, 0.044], [-0.042, -0.112, 0.038], [-0.059, -0.063, -0.071], [0.010, -0.004, 0.089], [-0.065, 0.159, -0.302], [0.005, 0.013, -0.027], [-0.003, -0.001, 0.013], [0.051, 0.058, 0.008], [0.024, -0.013, 0.006], [-0.009, -0.021, -0.015], [0.002, 0.038, 0.045], [0.040, -0.012, -0.014], [0.012, 0.006, -0.005], [-0.003, 0.005, -0.040], [-0.074, -0.046, -0.019], [0.012, -0.034, 0.003]],
  "de_lowest_ev": 0.518,
  "total_charge": 1,
  "lumo_energy_ev": -4.2,
  "homo_energy_ev": -11.669,
  "largest_force_ha_per_bohr": 0.034
}

---

[4]
{
  "formula": "C5H11BrN2",
  "method": "ωB97M-V/def2-TZVPD",
  "elements": ["Br", "N", "N", "C", "C", "C", "C", "C", "H", "H", "H", "H", "H", "H", "H", "H", "H", "H", "H"],
  "coordinates": [[1.944866, 0.021018, -2.427198], [0.576859, 0.620858, 0.512754], [1.316334, -0.490260, 0.267431], [1.318037, -1.449695, 1.290431], [-1.172762, -0.260676, -1.131102], [1.215002, -0.977918, -1.014880], [-0.955557, 0.452036, 0.179840], [-1.421373, 1.876347, 0.106901], [2.020716, -2.223818, 1.044029], [1.483870, -2.088338, -1.046690], [-2.503599, 1.977768, 0.051833], [-1.404179, -0.099856, 1.026444], [-0.953524, 2.344075, -0.739615], [1.780721, -1.083360, 2.286615], [0.834139, 1.565181, -0.006523], [0.355310, -1.806252, 1.536550], [-1.376524, 0.449358, -2.070506], [-1.808427, -1.164849, -1.059447], [-1.249907, 2.338381, 1.193134]],
  "atomic_forces_ev_per_a": [[0.283, 0.282, -0.300], [-1.135, 3.311, 0.096], [0.236, 1.330, -2.350], [2.077, 0.168, 3.070], [1.113, 0.320, -0.382], [-1.773, -1.616, 0.474], [0.590, -0.821, -1.047], [-0.795, 0.608, 3.567], [-0.110, -0.691, -0.382], [-0.483, 1.711, -0.425], [-0.069, -0.260, -0.527], [0.256, 0.243, -0.379], [0.260, 0.728, -0.074], [-0.879, 0.089, -1.664], [0.120, -3.104, 1.067], [-1.248, -0.708, 0.128], [0.724, -1.832, 2.033], [0.512, 0.598, -0.372], [0.322, -0.355, -2.532]],
  "de_lowest_ev": 0.844,
  "total_charge": 0,
  "lumo_energy_ev": 0.5,
  "homo_energy_ev": -7.697,
  "largest_force_ha_per_bohr": 0.072
}

---

Repeat the first record exactly.
{
  "formula": "H10O5",
  "method": "ωB97M-V/def2-TZVPD",
  "elements": ["O", "O", "O", "O", "O", "H", "H", "H", "H", "H", "H", "H", "H", "H", "H"],
  "coordinates": [[0.793872, -1.169041, 1.304191], [-1.660598, 0.287429, -2.028149], [2.500872, -0.277241, 0.174661], [-0.674878, 0.211249, 0.090381], [-0.890448, 1.429269, 1.777281], [-0.839998, 0.949659, 0.950441], [-1.344918, 0.200229, -0.593109], [-1.373568, 1.081869, -2.478369], [1.791552, -0.871931, 0.418491], [0.105942, -0.145291, -0.333219], [-1.497248, -0.416491, -2.655889], [1.216312, -1.963651, 1.630321], [-0.469038, 2.268899, 1.593791], [-0.020858, -1.476261, 0.906631], [2.363002, -0.108701, -0.757459]],
  "atomic_forces_ev_per_a": [[-1.457, -2.123, 1.855], [-0.837, -0.019, -1.858], [2.317, 1.329, -1.807], [0.735, -4.259, -4.243], [-0.795, 3.386, 4.457], [0.204, 0.878, 1.177], [-0.365, 0.056, -0.387], [0.015, 0.419, -0.040], [-0.090, 0.075, 0.142], [0.352, 0.481, -0.023], [-0.125, -0.333, -0.187], [0.171, -0.384, 0.571], [0.034, 0.285, 0.319], [-0.649, 0.004, 0.366], [0.491, 0.205, -0.342]],
  "de_lowest_ev": 4.096,
  "total_charge": 0,
  "lumo_energy_ev": -0.2,
  "homo_energy_ev": -9.126,
  "largest_force_ha_per_bohr": 0.118
}